Record 1
The following is a quantum chemistry calculation of a single C2H3NS molecule at a distorted geometry, from the OMol25 dataset.

Atoms and positions in Å:
1 C 1.044 0.016 0.018
2 N -0.349 -0.226 0.038
3 C -1.533 -0.075 -0.099
4 S -3.171 -0.030 0.025
5 H 1.530 -0.838 -0.544
6 H 1.106 1.107 -0.441
7 H 1.372 0.047 1.002

Properties
structure (SMILES) = CN=C=S
HOMO = -9.00 eV
LUMO level = 0.55 eV
relative energy (zero: lowest compared OMol25 entry of this formula, charge and spin) = 45.70 kJ/mol

Atomic partial charges in e from the natural (NBO) method, atoms 1 to 4: number 1, C, carries -0.411; number 2, N, carries -0.432; number 3, C, carries 0.298; number 4, S, carries -0.124

Record 2
The following is a quantum chemistry calculation of 2 unconnected molecules or ions with the total composition C4H8N2OP at a distorted geometry, from the OMol25 dataset.

Atoms and positions in Å:
1 C -0.184 1.596 1.580
2 C 1.329 -0.249 0.105
3 C -1.542 -1.621 -0.284
4 C -0.750 0.650 -1.912
5 N 0.901 2.045 1.805
6 N 1.956 -1.237 0.595
7 O -1.181 1.203 1.127
8 P -0.384 -0.567 -0.651
9 H -1.489 -2.375 0.485
10 H -2.470 -1.455 -0.777
11 H 0.174 0.994 -2.484
12 H -0.867 1.468 -1.245
13 H -1.685 0.335 -2.431
14 H 1.540 2.447 2.390
15 H 2.897 -0.988 1.147
16 H 1.755 -2.246 0.550

Properties
charge = +1
HOMO = -13.22 eV
LUMO level = -4.86 eV
relative energy (zero: lowest compared OMol25 entry of this formula, charge and spin) = 313.32 kJ/mol

Atomic partial charges in e from the natural (NBO) method, atoms 1 to 4: number 1, C, carries 0.870; number 2, C, carries -0.072; number 3, C, carries -0.831; number 4, C, carries -0.966

Record 3
The following is a quantum chemistry calculation of a molecular structure, C4H7N2 at a distorted geometry, from the OMol25 dataset.

Atoms and positions in Å:
1 C -0.620 -1.180 0.208
2 C 0.686 -0.832 -0.413
3 C 0.534 0.832 -0.475
4 C -1.029 0.061 -0.604
5 N 1.435 0.105 0.282
6 N -0.684 1.217 0.249
7 H -1.124 -2.097 -0.212
8 H -0.652 -0.973 1.228
9 H 1.017 -1.380 -1.178
10 H 0.752 1.248 -1.520
11 H 1.647 -0.037 1.204
12 H -0.628 1.067 1.213
13 H -1.334 1.970 0.019

Properties
charge = +1
expectation value of S² = 2.014
2S+1 = 3
HOMO (alpha / beta) = -10.33 / -14.99 eV
LUMO level (alpha / beta) = -3.32 / -6.84 eV
relative energy (zero: lowest compared OMol25 entry of this formula, charge and spin) = 589.79 kJ/mol

Atomic partial charges in e from the natural (NBO) method, atoms 1 to 4: number 1, C, carries -0.522; number 2, C, carries 0.008; number 3, C, carries 0.099; number 4, C, carries 0.269

Record 4
The following is a quantum chemistry calculation of a molecular structure, C29H63NO17P2S2Si2, from the OMol25 dataset.

Atoms and positions in Å:
1 C -5.370 1.193 -4.900
2 C -4.996 0.437 -3.628
3 C -5.084 1.308 -2.363
4 C -4.028 0.964 -1.267
5 Si -3.271 2.465 -0.453
6 O -2.562 2.054 0.999
7 Si -1.419 0.837 1.024
8 C 0.237 1.503 1.552
9 C -1.995 -0.462 2.239
10 C -1.193 -1.776 2.126
11 C -0.086 -1.870 3.175
12 S 1.399 -2.732 2.601
13 C 0.947 -4.463 2.621
14 S 0.260 -5.091 3.938
15 N 1.227 -5.255 1.489
16 C 0.387 -4.910 0.325
17 C 1.086 -5.125 -1.002
18 O 2.373 -4.546 -1.134
19 C 3.063 -4.330 0.085
20 C 2.662 -5.335 1.141
21 P -1.618 3.474 -1.600
22 P -1.981 3.422 -3.715
23 O -0.927 4.151 -4.428
24 O -3.423 4.041 -4.035
25 O -2.064 1.891 -4.148
26 H -6.405 1.528 -4.829
27 H -4.758 2.079 -5.028
28 H -5.284 0.551 -5.773
29 H -5.714 -0.378 -3.521
30 H -4.016 -0.026 -3.732
31 H -6.061 1.130 -1.922
32 H -5.032 2.366 -2.627
33 H -3.309 0.228 -1.621
34 H -4.561 0.476 -0.446
35 H -4.327 3.457 -0.172
36 H -1.276 0.240 -0.328
37 H 0.931 0.679 1.717
38 H 0.108 2.039 2.493
39 H 0.639 2.186 0.808
40 H -3.046 -0.659 2.019
41 H -1.951 -0.029 3.239
42 H -0.728 -1.832 1.140
43 H -1.871 -2.620 2.226
44 H -0.444 -2.403 4.054
45 H 0.248 -0.891 3.510
46 H -0.477 -5.578 0.333
47 H -0.009 -3.897 0.416
48 H 0.459 -4.667 -1.767
49 H 1.135 -6.190 -1.240
50 H 4.129 -4.415 -0.126
51 H 2.886 -3.315 0.441
52 H 3.272 -5.188 2.031
53 H 2.857 -6.340 0.769
54 H -1.847 4.833 -1.341
55 H -3.326 4.434 -4.913
56 H -1.979 1.275 -3.414
57 C 8.419 -2.431 3.300
58 C 8.320 -2.838 4.753
59 O 7.082 -2.419 5.349
60 C 6.013 -3.133 5.005
61 O 6.007 -4.101 4.288
62 O 4.946 -2.598 5.591
63 C 3.714 -3.247 5.252
64 H 8.276 -1.355 3.195
65 H 9.396 -2.695 2.896
66 H 7.657 -2.927 2.701
67 H 9.090 -2.342 5.340
68 H 8.440 -3.914 4.879
69 H 3.759 -4.309 5.482
70 H 3.490 -3.099 4.201
71 H 2.940 -2.779 5.852
72 C 12.399 -1.099 -2.783
73 C 12.232 -1.570 -1.355
74 O 10.983 -1.147 -0.785
75 C 9.911 -1.821 -1.194
76 O 9.904 -2.757 -1.949
77 O 8.840 -1.290 -0.604
78 C 7.600 -1.878 -1.008
79 H 12.291 -0.015 -2.841
80 H 13.388 -1.372 -3.151
81 H 11.653 -1.550 -3.435
82 H 12.989 -1.119 -0.717
83 H 12.321 -2.653 -1.274
84 H 7.615 -2.956 -0.860
85 H 7.396 -1.651 -2.052
86 H 6.830 -1.439 -0.382
87 C -5.373 5.740 -6.714
88 C -5.866 4.430 -7.293
89 O -7.132 4.035 -6.743
90 C -8.187 4.705 -7.199
91 O -8.175 5.566 -8.039
92 O -9.270 4.245 -6.574
93 C -10.484 4.913 -6.931
94 H -5.331 5.681 -5.624
95 H -4.376 5.968 -7.096
96 H -6.033 6.564 -6.977
97 H -5.190 3.618 -7.030
98 H -5.935 4.472 -8.379
99 H -10.639 4.885 -8.007
100 H -10.463 5.945 -6.587
101 H -11.280 4.373 -6.428
102 C -4.377 2.927 3.710
103 C -4.268 3.734 4.984
104 O -4.891 3.076 6.099
105 C -4.213 2.051 6.607
106 O -3.135 1.658 6.243
107 O -4.929 1.535 7.605
108 C -4.343 0.385 8.219
109 H -5.422 2.696 3.495
110 H -3.955 3.476 2.870
111 H -3.841 1.983 3.794
112 H -4.801 4.677 4.884
113 H -3.230 3.959 5.228
114 H -3.334 0.601 8.563
115 H -4.323 -0.450 7.521
116 H -4.978 0.142 9.065

Properties
HOMO = -8.68 eV
LUMO level = -0.61 eV

Atomic partial charges in e from the Löwdin method, atoms 1 to 4: number 1, C, carries -0.108; number 2, C, carries -0.264; number 3, C, carries -0.256; number 4, C, carries -0.308

Total energy across the listed records, respectively: -14446.995, -18583.457, -7224.619, -123400.643 eV.